Entry 1:
{"formula": "C4H5ClO2S", "method": "wB97M-V/def2-TZVPD", "relative_energy_kcal_mol": 26.75, "energy_ha": -1164.23911, "homo_lumo_gap_ev": 9.46, "smiles": "OC(=S)[C@]1(O)C[C@@H]1Cl", "species": ["O", "C", "S", "C", "O", "C", "C", "Cl", "H", "H", "H", "H", "H"], "positions_angstrom": [[-0.520, 2.049, 0.060], [-1.132, 0.898, -0.162], [-2.761, 0.833, -0.302], [-0.309, -0.361, -0.168], [-0.960, -1.505, -0.584], [0.693, -0.533, 0.972], [1.166, -0.431, -0.433], [2.155, 0.936, -0.971], [0.459, 1.966, -0.058], [-1.902, -1.318, -0.502], [0.882, 0.339, 1.621], [0.742, -1.510, 1.449], [1.487, -1.363, -0.921]]}

=====

Entry 2:
{"formula": "C38H40N4OsPSi", "method": "wB97M-V/def2-TZVPD", "total_charge": 3, "relative_energy_kcal_mol": 49.12, "energy_ha": -2411.70252, "homo_lumo_gap_ev": [7.23, 7.23], "species": ["Os", "N", "C", "C", "C", "C", "C", "C", "C", "C", "N", "C", "H", "H", "H", "H", "H", "H", "H", "H", "N", "C", "C", "C", "C", "C", "C", "P", "C", "C", "C", "C", "C", "C", "C", "C", "C", "C", "C", "C", "H", "H", "H", "H", "H", "H", "H", "H", "H", "H", "H", "H", "H", "H", "H", "H", "C", "Si", "C", "C", "C", "H", "H", "H", "H", "H", "H", "H", "H", "H", "H", "H", "N", "C", "C", "C", "C", "C", "C", "C", "H", "H", "H", "H", "H"], "positions_angstrom": [[-0.986, 0.258, -0.764], [-3.100, 1.069, -1.754], [-2.830, 1.476, -3.122], [-3.849, 1.646, -4.029], [-3.590, 2.040, -5.349], [-2.302, 2.248, -5.763], [-1.227, 2.091, -4.861], [0.116, 2.296, -5.238], [1.110, 2.163, -4.300], [0.767, 1.799, -2.994], [-0.474, 1.556, -2.611], [-1.488, 1.705, -3.512], [-3.778, 0.303, -1.767], [-3.562, 1.844, -1.275], [-4.871, 1.473, -3.723], [-4.421, 2.165, -6.025], [-2.093, 2.546, -6.779], [0.344, 2.566, -6.257], [2.140, 2.344, -4.556], [1.539, 1.708, -2.237], [-1.088, 2.465, 0.549], [-0.344, 3.133, 1.598], [-0.167, 4.510, 1.543], [0.491, 5.190, 2.557], [0.951, 4.509, 3.672], [0.790, 3.138, 3.738], [0.165, 2.439, 2.705], [0.314, 0.637, 2.708], [-1.284, -0.021, 2.154], [-1.374, -1.069, 1.212], [-2.652, -1.477, 0.782], [-3.788, -0.838, 1.262], [-3.688, 0.166, 2.219], [-2.439, 0.577, 2.658], [0.730, 0.003, 4.334], [-0.198, -0.772, 5.028], [0.136, -1.276, 6.272], [1.372, -0.990, 6.832], [2.292, -0.215, 6.139], [1.985, 0.280, 4.884], [-1.179, 3.140, -0.214], [-2.034, 2.302, 0.904], [-0.554, 5.070, 0.703], [0.620, 6.259, 2.487], [1.448, 5.031, 4.475], [1.154, 2.599, 4.600], [-0.517, -1.721, 1.056], [-2.756, -2.333, 0.128], [-4.762, -1.162, 0.931], [-4.583, 0.610, 2.625], [-2.349, 1.345, 3.416], [-1.169, -0.982, 4.599], [-0.571, -1.888, 6.807], [1.620, -1.371, 7.810], [3.252, -0.002, 6.582], [2.710, 0.871, 4.338], [4.349, -1.007, 1.141], [2.513, -1.412, 1.359], [1.785, -2.156, -0.246], [2.093, -2.508, 2.850], [1.572, 0.326, 1.444], [4.874, -1.889, 0.781], [4.817, -0.719, 2.080], [4.539, -0.213, 0.420], [2.581, -2.473, -0.912], [1.178, -1.425, -0.794], [1.177, -3.032, -0.050], [2.492, -3.502, 2.668], [1.029, -2.617, 3.053], [2.565, -2.145, 3.758], [1.074, 0.543, 0.473], [2.314, 1.115, 1.584], [-0.865, -1.446, -2.205], [-0.406, -2.234, -2.923], [0.190, -3.168, -3.756], [-0.441, -4.384, -4.070], [0.206, -5.296, -4.878], [1.480, -5.017, -5.364], [2.106, -3.810, -5.060], [1.472, -2.881, -4.266], [-1.423, -4.596, -3.678], [-0.278, -6.227, -5.130], [1.987, -5.744, -5.979], [3.090, -3.603, -5.453], [1.947, -1.941, -4.027]]}

=====

Entry 3:
{"formula": "C4H12", "method": "wB97M-V/def2-TZVPD", "relative_energy_kcal_mol": 3.09, "energy_ha": -159.58005, "homo_lumo_gap_ev": 12.94, "smiles": "CC.CC", "species": ["C", "C", "H", "H", "H", "H", "H", "H", "C", "C", "H", "H", "H", "H", "H", "H"], "positions_angstrom": [[1.962, 0.987, 0.240], [1.944, -0.330, 0.998], [1.193, 1.693, 0.570], [2.910, 1.530, 0.387], [1.823, 0.877, -0.841], [2.083, -1.185, 0.340], [2.741, -0.397, 1.737], [1.012, -0.515, 1.534], [-1.583, 0.340, -0.570], [-2.313, -0.984, -0.709], [-2.284, 1.154, -0.702], [-1.197, 0.403, 0.444], [-0.752, 0.483, -1.266], [-3.223, -0.978, -0.091], [-2.602, -1.246, -1.723], [-1.715, -1.830, -0.349]]}

=====

Entry 4:
{"formula": "C3H8N3S", "method": "wB97M-V/def2-TZVPD", "s_squared": 2.01, "total_charge": 1, "multiplicity": 3, "relative_energy_kcal_mol": 41.04, "energy_ha": -681.11409, "homo_lumo_gap_ev": [7.55, 7.64], "species": ["C", "C", "C", "N", "N", "N", "S", "H", "H", "H", "H", "H", "H", "H", "H"], "positions_angstrom": [[-0.193, -0.486, -0.204], [-0.811, 1.021, -2.036], [0.770, -1.575, 2.094], [0.693, 1.722, 0.162], [0.100, 0.858, 0.778], [-0.792, -0.200, -1.284], [-0.186, -1.927, 0.599], [0.132, 1.565, -1.688], [-0.802, 0.737, -3.077], [-1.755, 1.451, -1.897], [0.474, -0.633, 2.549], [1.868, -1.572, 2.124], [0.591, -2.434, 2.875], [1.083, 2.406, 0.806], [-1.172, -0.935, -1.800]]}

=====

Entry 5:
{"formula": "C16H19N3O3", "method": "wB97M-V/def2-TZVPD", "relative_energy_kcal_mol": 54.00, "energy_ha": -1011.08932, "homo_lumo_gap_ev": 9.23, "smiles": "O=C(Cn1ncc2ccccc21)N1CCC2(CC1)OCCO2", "species": ["O", "C", "C", "N", "N", "C", "C", "C", "C", "C", "C", "C", "N", "C", "C", "C", "C", "C", "O", "C", "C", "O", "H", "H", "H", "H", "H", "H", "H", "H", "H", "H", "H", "H", "H", "H", "H", "H", "H", "H", "H"], "positions_angstrom": [[-0.952, -2.382, -2.052], [-0.809, -2.254, -0.851], [0.423, -2.856, -0.159], [1.268, -1.860, 0.431], [1.488, -1.833, 1.753], [2.278, -0.816, 2.004], [2.602, -0.126, 0.809], [3.365, 0.993, 0.466], [3.424, 1.348, -0.859], [2.741, 0.619, -1.848], [1.979, -0.482, -1.542], [1.915, -0.847, -0.199], [-1.721, -1.638, -0.074], [-1.626, -1.370, 1.341], [-1.234, 0.096, 1.589], [-1.641, 0.973, 0.392], [-2.985, 0.474, -0.164], [-2.820, -0.945, -0.722], [-1.771, 2.331, 0.782], [-0.723, 3.067, 0.188], [-0.364, 2.224, -1.036], [-0.624, 0.914, -0.591], [0.130, -3.558, 0.626], [0.975, -3.400, -0.934], [2.589, -0.606, 3.008], [3.891, 1.554, 1.224], [4.006, 2.208, -1.158], [2.821, 0.941, -2.876], [1.440, -1.032, -2.297], [-2.614, -1.567, 1.771], [-0.906, -2.030, 1.821], [-0.159, 0.193, 1.731], [-1.733, 0.483, 2.477], [-3.325, 1.150, -0.947], [-3.708, 0.508, 0.651], [-3.745, -1.516, -0.582], [-2.585, -0.919, -1.788], [0.129, 3.139, 0.877], [-1.095, 4.063, -0.051], [-1.007, 2.475, -1.891], [0.684, 2.282, -1.325]]}

=====

Entry 6:
{"formula": "C43H48MnN5O2S2", "method": "wB97M-V/def2-TZVPD", "s_squared": 8.84, "total_charge": -1, "multiplicity": 6, "relative_energy_kcal_mol": 4.82, "energy_ha": -4039.18841, "homo_lumo_gap_ev": [4.72, 5.46], "species": ["Mn", "C", "C", "C", "C", "C", "C", "C", "C", "C", "C", "C", "C", "C", "C", "C", "C", "N", "C", "C", "C", "N", "C", "C", "C", "N", "C", "C", "C", "C", "C", "C", "C", "C", "C", "C", "C", "C", "N", "C", "C", "H", "H", "H", "H", "H", "H", "H", "H", "H", "H", "H", "H", "H", "H", "H", "H", "H", "H", "H", "H", "H", "H", "H", "H", "H", "H", "H", "H", "H", "H", "H", "H", "H", "H", "H", "H", "H", "H", "H", "H", "H", "H", "H", "H", "O", "S", "O", "N", "C", "S", "C", "C", "C", "C", "C", "C", "H", "H", "H", "H"], "positions_angstrom": [[0.241, 0.007, 0.175], [-5.692, -2.121, -0.371], [-5.098, -1.567, 0.927], [-3.941, -0.652, 0.680], [-3.943, 0.697, 0.623], [-5.081, 1.633, 0.880], [-5.047, 2.195, 2.304], [-2.583, 1.112, 0.335], [-2.200, 2.408, 0.174], [-0.890, 2.833, -0.096], [-0.504, 4.179, -0.280], [-1.434, 5.351, -0.305], [-2.138, 5.522, -1.654], [0.871, 4.175, -0.450], [1.281, 2.827, -0.365], [2.617, 2.391, -0.431], [3.013, 1.093, -0.385], [2.180, -0.011, -0.340], [3.015, -1.113, -0.308], [2.621, -2.411, -0.244], [1.288, -2.842, -0.129], [0.205, -2.007, -0.001], [-0.882, -2.832, 0.155], [-2.193, -2.390, 0.388], [-2.581, -1.087, 0.429], [-1.765, 0.007, 0.233], [-0.491, -4.187, 0.091], [0.883, -4.193, -0.079], [1.782, -5.380, -0.230], [2.126, -5.680, -1.691], [-1.393, -5.367, 0.273], [-1.609, -5.714, 1.748], [4.402, -0.684, -0.356], [4.401, 0.664, -0.405], [5.574, 1.592, -0.404], [5.874, 2.139, 0.994], [5.576, -1.611, -0.382], [5.829, -2.194, -1.775], [0.202, 2.003, -0.167], [1.771, 5.339, -0.720], [2.117, 5.492, -2.203], [-6.520, -2.803, -0.169], [-4.935, -2.659, -0.944], [-6.062, -1.308, -0.999], [-4.782, -2.392, 1.571], [-5.869, -1.030, 1.483], [-6.025, 1.109, 0.712], [-5.056, 2.452, 0.156], [-5.102, 1.389, 3.037], [-5.880, 2.879, 2.479], [-4.115, 2.730, 2.488], [-2.960, 3.171, 0.265], [-0.877, 6.262, -0.070], [-2.183, 5.248, 0.485], [-1.408, 5.666, -2.452], [-2.813, 6.382, -1.647], [-2.719, 4.632, -1.899], [3.383, 3.151, -0.503], [3.388, -3.173, -0.253], [-2.949, -3.146, 0.553], [1.303, -6.255, 0.218], [2.705, -5.224, 0.337], [1.218, -5.870, -2.266], [2.779, -6.552, -1.779], [2.629, -4.826, -2.149], [-0.969, -6.232, -0.247], [-2.359, -5.178, -0.204], [-0.656, -5.942, 2.230], [-2.270, -6.575, 1.866], [-2.044, -4.868, 2.282], [5.388, 2.421, -1.092], [6.452, 1.069, -0.790], [5.012, 2.676, 1.390], [6.729, 2.819, 0.980], [6.095, 1.322, 1.683], [5.419, -2.422, 0.334], [6.466, -1.076, -0.042], [4.951, -2.733, -2.133], [6.676, -2.883, -1.768], [6.040, -1.397, -2.490], [2.695, 5.239, -0.142], [1.296, 6.256, -0.362], [2.613, 4.595, -2.576], [2.774, 6.347, -2.376], [1.210, 5.632, -2.795], [-2.363, -1.453, 5.933], [-1.971, -0.134, 5.515], [-2.943, 0.919, 5.642], [-1.342, -0.165, 4.002], [-0.074, 0.140, 3.998], [0.941, 0.209, 2.646], [0.504, 0.444, 5.353], [1.797, 0.802, 5.695], [2.080, 1.038, 7.034], [1.093, 0.921, 8.010], [-0.205, 0.563, 7.665], [-0.464, 0.333, 6.330], [2.551, 0.891, 4.924], [3.085, 1.319, 7.326], [1.341, 1.111, 9.047], [-0.983, 0.469, 8.411]]}